Record 1
ORCA calculation (wB97M-V/def2-TZVPD) on a molecular structure, C16H16B2N2O18Pb3.

Each line ends with the Mulliken charge.
Atoms and positions in Å:
Pb (-0.85228, -1.44931, 0.79914)  1.35
Pb (-1.33003, 2.75958, 2.00897)  1.52
Pb (1.63612, -0.08172, 3.57213)  1.41
O (-0.68083, -0.84364, 4.02431)  -0.49
C (-1.75223, -0.57899, 4.55038)  0.55
O (-2.18314, -0.97587, 5.70727)  -0.46
B (-3.57726, -0.44418, 5.81784)  0.80
O (-3.90655, 0.20459, 4.49853)  -0.43
C (-2.84703, 0.22552, 3.80424)  0.60
O (-2.70385, 0.79399, 2.71805)  -0.56
O (-3.70571, 0.52195, 6.93092)  -0.49
C (-4.48190, 0.01034, 7.92691)  0.66
O (-4.65197, 0.59204, 8.94210)  -0.49
C (-4.85407, -1.38857, 7.40246)  0.49
O (-4.57537, -1.47384, 6.10482)  -0.41
O (-5.27050, -2.26918, 8.08505)  -0.47
O (-2.61449, 3.35094, -1.73158)  -0.58
C (-2.68231, 2.19170, -2.02479)  0.38
O (-2.98177, 1.69899, -3.20300)  -0.42
B (-2.95797, 0.21089, -3.11961)  0.72
O (-2.35556, -0.10464, -1.80058)  -0.34
C (-2.33116, 1.00363, -1.13495)  0.42
O (-1.85386, 1.12918, -0.01801)  -0.33
O (-2.14804, -0.29075, -4.25680)  -0.35
C (-2.79655, -1.34502, -4.76387)  0.54
O (-2.32621, -2.10512, -5.55322)  -0.56
C (-4.13344, -1.47944, -4.01696)  0.39
O (-4.28040, -0.39496, -3.26070)  -0.41
O (-4.90709, -2.37138, -4.15526)  -0.49
O (1.04518, -2.04822, 2.22392)  -0.87
H (1.58328, -2.27860, 1.45234)  0.25
O (-0.13692, 0.51009, 1.99117)  -0.42
H (0.50208, 0.95072, 1.39756)  0.23
C (6.56769, 0.95895, -0.38638)  -1.30
C (5.31110, 1.01250, -1.21266)  -0.29
C (4.00648, 1.68897, -0.70507)  -0.34
C (3.29909, 0.94658, 0.32491)  0.00
N (2.70390, 0.43155, 1.16630)  -0.30
H (7.41306, 0.65258, -1.00458)  0.38
H (6.57227, 0.17555, 0.37611)  0.34
H (6.87797, 1.89937, 0.06895)  0.34
H (5.04041, 0.07869, -1.70482)  0.21
H (5.57593, 1.63090, -2.07645)  0.32
H (3.32926, 1.88610, -1.53505)  0.28
H (4.32204, 2.62680, -0.23949)  0.40
C (2.90035, -1.31835, -3.64277)  -1.03
C (1.96944, -0.29906, -4.35782)  -0.61
C (0.52311, -0.46691, -3.88374)  -0.43
C (0.44636, -0.30050, -2.43794)  0.53
N (0.29985, -0.15618, -1.30313)  -0.52
H (3.93433, -1.23008, -3.97008)  0.38
H (2.65438, -2.37609, -3.75291)  0.35
H (2.80487, -1.13000, -2.56908)  0.18
H (2.07232, -0.38333, -5.43949)  0.39
H (2.41324, 0.68739, -4.20038)  0.28
H (0.25146, -1.49744, -4.11944)  0.27
H (-0.17711, 0.25129, -4.31375)  0.46

total charge = +2
HOMO energy = -13.80 eV
molecular weight = 1167.52 g mol⁻¹
frontier orbital gap = 4.5 eV
multiplicity = 1
total energy = -73775.77109 eV

***

Record 2
ORCA calculation (wB97M-V/def2-TZVPD) on a molecular structure, C24H21MnN6O4S3.

Each line ends with the Mulliken spin population.
Atoms and positions in Å:
Mn (1.07736, 1.31907, 0.41454)  4.05
C (0.79498, -4.34058, -0.34014)  0.00
C (2.11527, -3.94211, 0.30667)  0.00
N (1.99378, -2.78400, 1.18710)  0.00
C (1.89428, -1.52799, 0.72980)  0.02
S (1.66998, -0.26599, 1.93553)  -0.10
N (1.99299, -1.32047, -0.55821)  -0.02
N (1.86368, -0.00553, -0.88887)  -0.06
C (1.95549, 0.34855, -2.12278)  0.01
C (2.24070, -0.59118, -3.23752)  -0.01
C (1.70467, 1.77603, -2.37604)  0.02
C (1.77779, 2.35376, -3.63186)  0.00
C (1.50025, 3.70362, -3.76037)  0.00
C (1.16505, 4.44420, -2.63891)  0.01
C (1.11653, 3.79783, -1.41718)  0.02
N (1.37931, 2.50079, -1.29554)  -0.02
H (0.94359, -5.19013, -1.00888)  0.00
H (0.38971, -3.50938, -0.91877)  0.00
H (0.06124, -4.62534, 0.41562)  0.00
H (2.85464, -3.70402, -0.45634)  0.00
H (2.51315, -4.76033, 0.90601)  0.00
H (1.83508, -2.92528, 2.16967)  0.00
H (2.44556, -1.58167, -2.84810)  0.00
H (3.09521, -0.24051, -3.82007)  0.00
H (1.36574, -0.63505, -3.88910)  0.00
H (2.03302, 1.75603, -4.49495)  0.00
H (1.54370, 4.17513, -4.73360)  0.00
H (0.94185, 5.49922, -2.70357)  0.00
H (0.86813, 4.32319, -0.50536)  0.00
S (3.17853, 3.16966, 1.38848)  0.07
C (1.69057, 3.35987, 2.13213)  0.02
N (0.60383, 2.64510, 1.79167)  -0.07
C (-0.52779, 2.95154, 2.54839)  -0.01
C (-1.78370, 2.36492, 2.42343)  0.00
C (-2.79687, 2.79230, 3.26549)  0.00
C (-2.57438, 3.78857, 4.21343)  0.00
C (-1.32775, 4.37961, 4.33741)  0.00
C (-0.30850, 3.95188, 3.49930)  0.00
S (1.34895, 4.49467, 3.41888)  0.00
H (-1.94363, 1.60038, 1.67605)  0.00
H (-3.77841, 2.34331, 3.18362)  0.00
H (-3.38190, 4.10511, 4.86076)  0.00
H (-1.15223, 5.15480, 5.07255)  0.00
O (-0.86203, 0.13777, -2.32912)  0.02
C (-1.06719, -0.04516, -1.13600)  0.01
O (-0.75560, 0.76901, -0.18064)  0.06
C (-1.68074, -1.34833, -0.67233)  -0.01
C (-1.64606, -1.69664, 0.67375)  0.00
C (-2.13945, -2.92205, 1.08919)  0.00
C (-2.66657, -3.77691, 0.13800)  0.00
C (-2.72446, -3.44916, -1.20641)  0.00
C (-2.22031, -2.22403, -1.60682)  0.00
N (-3.17410, -5.09012, 0.57049)  0.00
O (-3.68086, -5.80564, -0.26890)  0.00
O (-3.05687, -5.38515, 1.74276)  0.00
H (-1.21597, -1.00722, 1.38778)  0.01
H (-2.11536, -3.22426, 2.12598)  0.00
H (-3.14954, -4.14959, -1.90977)  0.00
H (-2.22434, -1.93209, -2.64835)  0.00

HOMO energy (alpha / beta) = -7.85 / -7.85 eV
molecular weight = 608.61 g mol⁻¹
frontier orbital gap (alpha / beta) = 6.6 / 6.8 eV
multiplicity = 5
total energy = -106186.48400 eV

***

Record 3
ORCA calculation (wB97M-V/def2-TZVPD) on a single C2H5NO2 molecule.

Each line ends with the Mulliken charge.
Atoms and positions in Å:
C (-0.72913, -0.23841, 0.04999)  -0.12
C (0.26500, 0.91575, -0.00179)  -0.09
H (-2.63018, -0.66600, 0.25519)  0.38
H (-0.34340, -1.30120, -0.52660)  0.26
H (-0.74196, -0.64661, 1.15399)  0.22
H (-0.16451, 1.95884, -0.08753)  0.32
H (2.93997, -0.40319, -0.25605)  0.38
N (1.54214, 0.76776, -0.08698)  -0.47
O (-2.07312, 0.16151, -0.32512)  -0.52
O (1.93517, -0.54845, -0.17511)  -0.36

HOMO energy = -9.69 eV
molecular weight = 75.07 g mol⁻¹
frontier orbital gap = 10.2 eV
multiplicity = 1
SMILES = OC/C=N\O
total energy = -7736.52440 eV

***

Record 4
ORCA calculation (wB97M-V/def2-TZVPD) on a molecular structure, C30H52BrN3OsP2S.

Each line ends with the Mulliken spin population.
Atoms and positions in Å:
N (-4.73256, -4.02945, -7.59129)  0.79
C (-3.48928, -4.43217, -7.31468)  0.01
C (-2.73756, -3.83963, -6.29828)  0.09
C (-3.32855, -2.84170, -5.48864)  -0.03
C (-4.65852, -2.45752, -5.76620)  0.10
C (-5.30272, -3.06686, -6.86558)  0.00
C (-2.57463, -2.33647, -4.36555)  0.00
Os (0.57497, -0.02871, 0.44555)  0.96
P (-0.91616, -0.16980, 5.35208)  0.67
C (-3.03050, -1.53354, -3.36460)  -0.01
C (-2.23797, -1.39481, -2.16663)  -0.02
C (-2.78721, -1.23875, -0.87128)  0.04
C (-1.98197, -1.37019, 0.27100)  0.01
C (-0.59803, -1.48777, 0.02070)  0.45
C (-0.10394, -1.99433, -1.21299)  -0.06
C (-0.85313, -1.64092, -2.32396)  0.05
Br (1.86972, 1.43254, 2.06513)  0.07
H (-1.60650, -2.82818, -4.28379)  0.00
H (-4.03791, -1.12495, -3.37710)  0.00
H (-1.71437, -4.17131, -6.13394)  0.01
H (-5.18076, -1.72016, -5.16171)  0.01
H (-3.06788, -5.24407, -7.90967)  0.02
H (-6.30671, -2.75358, -7.15434)  0.03
H (-3.87068, -1.05364, -0.79076)  0.00
H (-0.42140, -1.65314, -3.33682)  0.00
H (-2.32680, -1.37166, 1.30918)  -0.01
H (0.73849, -2.69559, -1.28273)  0.00
P (0.14538, 1.81996, -0.68208)  0.11
C (-0.37783, -1.59939, 4.31515)  0.08
C (-0.58269, -2.94392, 5.02381)  0.02
H (0.68083, -1.44634, 4.06051)  -0.01
H (-0.95560, -1.58365, 3.37992)  0.02
H (-0.07358, -3.73739, 4.46639)  0.00
H (-0.18060, -2.92626, 6.04255)  0.00
H (-1.64642, -3.20128, 5.07533)  0.00
C (-2.36621, 0.47522, 4.43146)  0.02
C (-3.24085, 1.39460, 5.28694)  0.02
H (-2.92487, -0.41990, 4.13545)  -0.01
H (-2.00999, 0.98851, 3.53066)  0.05
H (-4.22216, 1.50429, 4.81179)  0.00
H (-3.39002, 0.96879, 6.28733)  0.00
H (-2.80834, 2.39754, 5.40319)  0.00
C (0.26351, 1.20123, 5.02541)  0.11
C (1.55745, 1.10807, 5.82376)  0.01
H (-0.23448, 2.17477, 5.14719)  -0.01
H (0.46183, 1.05379, 3.95432)  0.03
H (2.28822, 1.81908, 5.42699)  0.00
H (1.40117, 1.33032, 6.88813)  0.00
H (1.98923, 0.10468, 5.74483)  0.00
C (1.10371, 3.37713, -0.67238)  0.03
C (0.44712, 4.53592, -1.41208)  0.01
H (2.09240, 3.16040, -1.10220)  -0.01
H (1.30408, 3.61012, 0.38552)  0.00
H (0.68293, 4.49799, -2.48045)  0.00
H (-0.64310, 4.54889, -1.29715)  0.00
H (0.84026, 5.47709, -1.01381)  0.00
C (-1.21219, 1.98519, 0.58051)  -0.03
C (-2.61839, 2.07917, -0.03078)  0.00
H (-0.94189, 2.84355, 1.21117)  0.00
H (-1.10970, 1.05905, 1.21964)  0.06
H (-2.67424, 2.85294, -0.81586)  0.00
H (-2.93202, 1.10798, -0.45113)  0.00
H (-3.33687, 2.33712, 0.76422)  0.00
C (-0.62317, 1.67675, -2.32164)  -0.01
C (0.38917, 1.61950, -3.45830)  -0.01
H (-1.33136, 2.51133, -2.42128)  0.00
H (-1.20795, 0.74826, -2.29629)  0.00
H (-0.16426, 1.48373, -4.39446)  0.00
H (0.96163, 2.55085, -3.53725)  0.00
H (1.08383, 0.77741, -3.34599)  0.01
C (3.83705, -1.78267, 1.99161)  -0.02
N (4.50391, -0.79722, 1.14477)  0.00
C (5.96755, -0.80719, 1.21582)  0.00
C (3.91611, -0.24036, 0.07015)  0.00
S (2.42292, -0.84359, -0.53402)  0.32
N (4.46591, 0.84341, -0.55218)  0.00
C (4.94822, 1.96761, 0.27261)  0.00
C (3.97185, 1.19925, -1.88378)  0.05
H (4.17715, -2.80225, 1.75832)  0.00
H (2.75177, -1.72677, 1.87560)  0.02
H (4.10165, -1.55155, 3.03050)  0.00
H (6.41999, -1.05603, 0.24113)  0.00
H (6.31982, 0.18187, 1.53890)  0.00
H (6.27765, -1.56424, 1.95211)  0.00
H (6.03723, 2.01412, 0.25071)  0.00
H (4.54634, 2.91307, -0.11669)  0.00
H (4.58707, 1.85544, 1.30038)  0.00
H (3.77967, 0.30305, -2.48601)  -0.01
H (3.04137, 1.78064, -1.79466)  -0.03
H (4.72535, 1.83669, -2.36739)  0.00

total charge = +4
HOMO energy (alpha / beta) = -18.05 / -18.32 eV
molecular weight = 818.92 g mol⁻¹
frontier orbital gap (alpha / beta) = 6.2 / 5.0 eV
multiplicity = 5
total energy = -138302.85891 eV

***

Record 5
ORCA calculation (wB97M-V/def2-TZVPD) on a single C4H10N2O molecule.

Each line ends with the Mulliken charge.
Atoms and positions in Å:
C (-1.04499, 0.50695, 0.59203)  -0.65
N (-1.12951, 0.06962, -0.90439)  -0.24
C (-0.27441, 0.37578, -1.92669)  0.55
N (0.82220, 1.23605, -1.66663)  -0.44
O (-0.24325, -0.36190, -2.92150)  -0.65
C (0.35304, 0.10265, 1.27203)  -0.26
C (0.54551, -1.46957, 1.41551)  -1.09
H (-1.97424, 0.30820, 1.19693)  0.39
H (-0.96161, 1.57699, 0.67653)  0.27
H (-1.43777, -0.81441, -1.26672)  0.24
H (0.48440, 2.04408, -1.24023)  0.25
H (1.44306, 1.08962, -2.35368)  0.19
H (1.10785, 0.67693, 0.60842)  0.26
H (0.51633, 0.44459, 2.39701)  0.32
H (-0.36746, -1.98916, 1.60166)  0.34
H (0.78640, -1.91875, 0.38515)  0.25
H (1.37443, -1.87767, 2.13458)  0.29

HOMO energy = -9.64 eV
molecular weight = 102.14 g mol⁻¹
frontier orbital gap = 10.5 eV
multiplicity = 1
SMILES = CCCNC(N)=O
total energy = -9336.76293 eV

***

Record 6
ORCA calculation (wB97M-V/def2-TZVPD) on a molecular structure, C13H26N6O6STi.

Each line ends with the Mulliken spin population.
Atoms and positions in Å:
O (-0.06084, 0.24796, -3.85221)  0.00
H (-0.64580, 0.57662, -4.47235)  0.00
Ti (-0.77926, 0.43085, 0.11781)  1.15
N (-0.74547, 2.44933, -1.08687)  0.11
N (1.22917, 0.89673, -0.73145)  -0.21
N (-2.30115, -0.99868, 0.61890)  0.16
N (0.12244, -1.53526, 0.49857)  0.20
O (-1.78119, 3.12295, -1.25468)  0.17
O (-3.71347, -0.83031, 0.52960)  0.01
O (1.43728, -1.83568, 0.57386)  0.08
O (2.33461, 0.16337, -0.56561)  -0.07
C (1.51677, 2.06291, -1.40161)  0.13
C (0.41478, 2.88537, -1.67603)  -0.13
C (-2.03789, -2.28234, 0.90212)  0.15
C (-0.65395, -2.57376, 0.90497)  0.10
C (0.40543, 4.10306, -2.53493)  0.02
H (0.06383, 3.85837, -3.55752)  -0.01
H (1.40793, 4.54643, -2.60601)  0.00
H (-0.29035, 4.84166, -2.11580)  -0.01
C (2.93133, 2.41903, -1.66829)  -0.01
H (3.46424, 1.64185, -2.21826)  0.00
H (3.46852, 2.60165, -0.73106)  0.00
H (2.99175, 3.33971, -2.25275)  0.00
C (-3.16832, -3.17215, 1.18812)  0.00
C (-0.08901, -3.79134, 1.53010)  -0.01
H (-3.86516, -3.23400, 0.34198)  0.01
H (-3.72866, -2.84901, 2.07395)  0.01
H (-2.79503, -4.18464, 1.37197)  0.00
H (0.99636, -3.84876, 1.43270)  0.00
H (-0.52480, -4.70760, 1.11429)  0.00
H (-0.32891, -3.81447, 2.60458)  0.00
H (-3.82397, 0.01060, 0.02389)  0.01
H (1.87997, -0.93491, 0.04428)  0.01
C (0.42263, -1.06153, -4.02308)  0.00
H (0.96085, -1.20771, -4.93481)  0.00
H (-0.37726, -1.79527, -3.88892)  0.00
H (1.12924, -1.27855, -3.21625)  0.00
O (-1.60625, 0.17107, -1.70675)  0.00
H (-0.90173, 0.40008, -2.83876)  0.01
H (-2.31062, -0.47594, -1.93937)  0.00
C (1.99494, 1.66491, 2.43162)  0.01
N (1.03964, 0.66903, 2.87928)  0.05
C (1.29611, -0.31815, 3.79095)  0.02
C (0.14787, -1.04346, 3.95570)  0.01
N (-0.80921, -0.45188, 3.18416)  0.03
C (-0.27793, 0.61335, 2.50806)  -0.01
S (-1.18808, 1.86041, 1.78373)  -0.01
H (2.41003, 1.38051, 1.45689)  0.00
H (1.49045, 2.63132, 2.33776)  0.00
H (2.81102, 1.71796, 3.16254)  0.00
H (2.25643, -0.41528, 4.26226)  0.00
H (-0.05131, -1.89271, 4.57830)  0.00
H (-1.76800, -0.77370, 3.07040)  0.00

HOMO energy (alpha / beta) = -5.62 / -5.86 eV
molecular weight = 442.32 g mol⁻¹
frontier orbital gap (alpha / beta) = 5.7 / 5.8 eV
multiplicity = 3
total energy = -69072.55761 eV